Run one
A single C5H7N3 molecule, computed with ωB97M-V with the def2-TZVPD basis set.

Cartesian coordinates (Å):
1 H -3.0436 -0.9406 -0.1674
2 N -2.7291 0.0231 -0.0980
3 C -1.4503 -0.0059 0.0455
4 C -0.6531 -1.2235 0.0961
5 C 0.6922 -1.4317 -0.0213
6 N 1.7366 -0.5686 0.0084
7 C 1.5947 0.7853 -0.0686
8 C 0.5232 1.5775 -0.0043
9 N -0.8064 1.2433 0.1403
10 H -1.2531 -2.1255 0.0957
11 H 1.0216 -2.4725 -0.1288
12 H 2.6521 -0.9199 0.2503
13 H 2.5754 1.3484 -0.1366
14 H 0.6117 2.6729 -0.1470
15 H -1.4720 2.0380 0.1357

- HOMO energy (eV) = -7.34
- orbital gap (eV) = 8.014
- LUMO (eV) = 0.675

Atom charges from the Löwdin analysis, given in e for atoms 1 to 2:
1 H 0.03
2 N 0.12

Run two
A single C5H7N3 molecule, computed with ωB97M-V with the def2-TZVPD basis set.

Cartesian coordinates (Å):
1 C 2.2959 0.5243 -0.2021
2 C 0.8047 0.3474 -0.3620
3 N -2.3895 -0.4212 -0.2026
4 C -0.1559 -1.0503 0.2400
5 C -1.4959 -0.9986 0.5920
6 N 0.2681 -0.6488 -1.0870
7 C 0.0191 1.5194 0.0388
8 N -0.6004 2.4808 0.2101
9 H -2.0489 -0.0452 -1.0812
10 H -3.3663 -0.3657 0.0251
11 H 0.5213 -1.5874 0.9020
12 H -1.8565 -1.4326 1.5177
13 H 2.7558 -0.4429 0.0008
14 H 2.5644 1.2439 0.5719
15 H 2.6841 0.8767 -1.1635

- HOMO energy (eV) = -8.16
- orbital gap (eV) = 7.773
- LUMO (eV) = -0.386

Atom charges from the Löwdin analysis, given in e for atoms 1 to 2:
1 C -0.02
2 C -0.45

Run three
A single C5H7N3 molecule, computed with ωB97M-V with the def2-TZVPD basis set.

Cartesian coordinates (Å):
1 C -0.1183 0.7047 -1.7640
2 N 0.5266 1.7557 -1.0679
3 N 1.3424 1.7412 0.0868
4 C 1.1074 1.1340 1.1727
5 N 0.1603 0.1675 1.3064
6 C -0.3604 -1.3529 1.3756
7 C 0.0148 -0.8242 0.1312
8 C -0.9359 -0.4725 -1.0519
9 H -0.2920 0.9828 -2.9502
10 H 1.6743 1.8617 2.0433
11 H 0.4698 -1.6738 2.0320
12 H -1.3434 -1.4956 1.3962
13 H 1.0325 -1.1578 -0.3740
14 H -1.9557 -0.0509 -0.5724
15 H -1.3226 -1.3200 -1.7637

- HOMO energy (eV) = -8.28
- orbital gap (eV) = 8.433
- LUMO (eV) = 0.156

Atom charges from the Löwdin analysis, given in e for atoms 1 to 2:
1 C -0.12
2 N -0.02

Which is most stable, and by how much? run one, by 0.0845 hartree.

Run one
A single C5H7N3 molecule, computed with ωB97M-V with the def2-TZVPD basis set.

Cartesian coordinates (Å):
1 C -2.7378 0.0830 -0.2561
2 N -1.4336 -0.2959 0.3544
3 C -0.2965 0.5248 0.6431
4 C 0.7019 1.3784 -0.0407
5 N 1.8145 0.8184 -0.2857
6 N 2.0588 -0.5665 0.0457
7 C 1.0093 -1.3166 0.0209
8 C -0.2775 -0.6539 -0.3291
9 H -3.3367 -0.8342 -0.3201
10 H -2.5121 0.5096 -1.2364
11 H -3.3043 0.6789 0.4527
12 H 0.0297 0.2405 1.6127
13 H 0.6929 2.4153 -0.2860
14 H 1.1723 -2.4270 0.1159
15 H -0.2166 -0.3690 -1.3693

- HOMO energy (eV) = -8.92
- orbital gap (eV) = 9.743
- LUMO (eV) = 0.823

Atom charges from the Löwdin analysis, given in e for atoms 1 to 2:
1 C -0.04
2 N -0.08

Run two
A molecular structure, C5H7N3, computed with ωB97M-V with the def2-TZVPD basis set.

Cartesian coordinates (Å):
1 C -0.1871 -0.0384 2.4924
2 C 0.6990 -0.4163 1.3806
3 C -0.5894 0.7005 -2.1373
4 C 1.2408 -1.4782 0.8118
5 C -1.2822 -0.3293 -1.7709
6 N 0.2327 1.5525 -2.4077
7 N 0.6422 0.9605 1.0170
8 N -0.3210 1.1722 2.0361
9 H -0.5709 -0.4821 3.3883
10 H 1.7781 -1.3983 -0.1167
11 H 1.1524 -2.4507 1.2609
12 H -1.5479 -1.1004 -2.4733
13 H -1.6621 -0.4152 -0.7701
14 H -0.0367 2.4481 -2.7862
15 H 0.4521 1.2751 0.0750

- HOMO energy (eV) = -9.11
- orbital gap (eV) = 9.782
- LUMO (eV) = 0.677

Atom charges from the Löwdin analysis, given in e for atoms 1 to 2:
1 C -0.10
2 C -0.36

Which is most stable, and by how much? run two, by 0.0364 hartree.

Run one
A molecular structure, C3H4O3, computed with ωB97M-V with the def2-TZVPD basis set.

Cartesian coordinates (Å):
1 O 0.1163 -0.9681 -1.6445
2 C 0.2609 0.0714 -0.7084
3 C 0.7525 -0.4464 0.5970
4 O 1.5783 0.1044 1.2780
5 C -1.0605 1.0516 0.3391
6 O -1.6508 0.3453 1.1000
7 H 0.2495 -1.8527 -1.2528
8 H 0.8205 0.8580 -1.1999
9 H 0.1647 -1.3318 0.9486
10 H -1.2314 2.1683 0.5429

- HOMO energy (eV) = -9.17
- orbital gap (eV) = 9.482
- LUMO (eV) = 0.311

Atom charges from the Löwdin analysis, given in e for atoms 1 to 2:
1 O -0.01
2 C -0.20

Run two
A single C3H4O3 molecule, computed with ωB97M-V with the def2-TZVPD basis set.

Cartesian coordinates (Å):
1 C 0.3991 0.5277 0.2643
2 C -0.9524 -0.1530 0.0852
3 O -0.5023 -1.7762 -0.2228
4 O -1.9416 -0.0404 1.1535
5 C -2.3733 0.0756 -0.1102
6 O -3.3692 0.2657 -0.6967
7 H 0.2923 1.3876 1.0177
8 H 0.6598 0.8690 -0.6500
9 H 1.0588 -0.1698 0.5367
10 H -1.3061 -2.0026 -0.6866

- HOMO energy (eV) = -10.98
- orbital gap (eV) = 11.632
- LUMO (eV) = 0.657

Atom charges from the Löwdin analysis, given in e for atoms 1 to 2:
1 C 0.03
2 C -0.18

Run three
A single C3H4O3 molecule, computed with ωB97M-V with the def2-TZVPD basis set.

Cartesian coordinates (Å):
1 O -0.6991 1.0993 -2.1745
2 C 0.2571 0.9961 -1.4485
3 C 0.4059 0.1355 -0.1626
4 O 1.5478 -0.1755 0.1218
5 C -0.7225 -0.4045 0.7462
6 O -0.1302 -1.2453 1.6959
7 H 1.2697 1.4005 -1.6753
8 H -1.4798 -0.9535 0.1610
9 H -1.2675 0.4087 1.2614
10 H 0.8186 -1.2613 1.4746

- HOMO energy (eV) = -10.53
- orbital gap (eV) = 9.629
- LUMO (eV) = -0.898

Atom charges from the Löwdin analysis, given in e for atoms 1 to 2:
1 O 0.09
2 C -0.16

Which is most stable, and by how much? run three, by 0.0562 hartree.

Run one
A single C3H4O3 molecule, computed with ωB97M-V with the def2-TZVPD basis set.

Cartesian coordinates (Å):
1 O 1.8694 -0.4131 0.3155
2 C 1.2146 0.4690 -0.1838
3 C -0.4108 0.7219 0.1066
4 O -0.8217 1.8091 -0.1476
5 C -1.1872 -0.6903 0.4103
6 O -0.6310 -1.5748 -0.5045
7 H 1.7417 1.2853 -0.6569
8 H -0.9116 -0.7720 1.4622
9 H -2.3567 -0.5795 0.4137
10 H 0.4928 -1.5066 -0.5251

- HOMO energy (eV) = -9.56
- orbital gap (eV) = 9.007
- LUMO (eV) = -0.553

Atom charges from the Löwdin analysis, given in e for atoms 1 to 2:
1 O 0.05
2 C -0.13

Run two
A single C3H4O3 molecule, computed with ωB97M-V with the def2-TZVPD basis set.

Cartesian coordinates (Å):
1 O 0.4713 -1.0201 -1.6597
2 C 0.4473 -0.0849 -0.7512
3 C 0.3503 -0.3357 0.6911
4 O 1.6187 -0.2515 0.8565
5 C -1.3170 1.1900 0.2578
6 O -0.5710 0.8041 1.2204
7 H 0.0606 -1.8327 -1.3218
8 H 0.8553 0.8605 -1.0781
9 H -0.2063 -1.2328 1.0311
10 H -1.9997 1.9579 0.6887

- HOMO energy (eV) = -8.74
- orbital gap (eV) = 8.968
- LUMO (eV) = 0.232

Atom charges from the Löwdin analysis, given in e for atoms 1 to 2:
1 O 0.14
2 C -0.09

Run three
A single C3H4O3 molecule, computed with ωB97M-V with the def2-TZVPD basis set.

Cartesian coordinates (Å):
1 O 0.8634 1.5806 -0.2727
2 C 1.3063 0.4774 -0.0958
3 C 0.4412 -0.7705 -0.1285
4 O -0.8164 -0.4377 -0.6785
5 C -1.5902 0.3195 0.1271
6 O -1.4332 0.4654 1.3052
7 H 2.3823 0.3087 0.1023
8 H 0.8917 -1.5347 -0.7693
9 H 0.3466 -1.1711 0.8880
10 H -2.3916 0.7623 -0.4778

- HOMO energy (eV) = -10.38
- orbital gap (eV) = 11.231
- LUMO (eV) = 0.853

Atom charges from the Löwdin analysis, given in e for atoms 1 to 2:
1 O 0.08
2 C -0.21

Which is most stable, and by how much? run three, by 0.0696 hartree.